# 1
A molecular structure, C12H23N2O2P2SeSr in a non-equilibrium geometry. Source: OMol25; level of theory: wB97M-V/def2-TZVPD.

Cartesian coordinates (Å):
Sr1 0.047 -1.034 -1.142
P1 -2.656 0.189 -0.840
C1 -1.496 1.653 -0.949
C2 -0.601 1.862 0.260
N1 0.209 0.832 0.611
C3 1.002 0.953 1.698
C4 1.052 2.136 2.431
C5 0.261 3.217 2.053
C6 -0.581 3.073 0.953
C7 1.844 -0.225 2.160
P2 2.129 -1.535 0.898
H1 -1.244 3.872 0.619
H2 1.725 2.182 3.286
H3 0.301 4.156 2.605
H4 2.821 0.148 2.512
H5 1.341 -0.714 3.015
H6 -0.825 1.474 -1.879
H7 -2.106 2.545 -1.147
H8 1.177 0.019 -3.234
O1 0.394 0.673 -3.013
H9 0.533 1.483 -3.528
H10 1.186 -2.016 -3.007
O2 1.866 -1.292 -2.869
H11 2.704 -1.703 -3.162
C8 3.686 -0.904 0.172
H12 4.452 -0.836 0.956
H13 4.031 -1.598 -0.608
H14 3.538 0.089 -0.275
C9 2.744 -2.884 1.952
H15 2.759 -3.797 1.340
H16 3.755 -2.680 2.330
H17 2.052 -3.043 2.791
C10 -3.599 0.505 0.694
H18 -4.426 1.204 0.504
H19 -4.008 -0.471 1.003
H20 -2.953 0.886 1.495
C11 -3.899 0.643 -2.100
H21 -4.440 -0.281 -2.350
H22 -4.607 1.382 -1.701
H23 -3.416 1.025 -3.010
Se1 -3.515 -4.370 0.163
C12 -2.097 -3.659 -0.591
N2 -1.142 -3.159 -1.095

E_LUMO	-3.34	eV
M	455.9	g mol⁻¹
ΔE to the lowest compared entry with this formula, charge and spin	0.0	kJ/mol
frontier orbital gap	6.249	eV
charge	+1

=====

# 2
A single C3H4N2O2 molecule. Source: OMol25; level of theory: wB97M-V/def2-TZVPD.

Cartesian coordinates (Å):
N1 -1.788 -0.570 0.044
C1 -0.495 -0.029 -0.013
C2 -0.013 1.219 0.042
O1 1.367 1.190 0.084
C3 1.779 -0.118 0.048
O2 2.926 -0.476 0.108
N2 0.627 -0.863 -0.057
H1 -2.195 -0.725 -0.873
H2 -2.406 0.023 0.585
H3 -0.481 2.191 0.067
H4 0.624 -1.869 -0.014

E_LUMO	0.62	eV
M	100.1	g mol⁻¹
ΔE to the lowest compared entry with this formula, charge and spin	116.9	kJ/mol
frontier orbital gap	9.185	eV
charge	0

=====

- Which of these has the lowest E_LUMO?
  C12H23N2O2P2SeSr

=====

- Look up the frontier orbital gap of the first one.
  6.249 eV